No. 1
The following is a DFT calculation (ωB97M-V with the def2-TZVPD basis set) of a cluster of 2 separate species, C21H23N2O2 in total in a non-equilibrium geometry.

CARTESIAN COORDINATES (ANGSTROEM)
C -6.1750 2.4646 2.3409
O -6.2475 1.0586 2.3154
C -5.0186 0.4110 2.3370
C -5.0072 -0.9949 2.3490
C -3.8383 -1.7061 2.3839
C -2.5953 -1.0461 2.3951
C -1.3718 -1.7740 2.4235
C -0.1424 -1.1606 2.3120
C 1.0877 -1.7781 2.4027
C 2.3183 -1.0613 2.3633
C 3.5555 -1.7343 2.3526
C 4.7329 -1.0389 2.3343
C 4.7631 0.3667 2.3355
O 6.0022 0.9919 2.3316
C 5.9633 2.4008 2.3469
C 3.5329 1.0393 2.3445
C 2.3541 0.3500 2.3565
C -2.6103 0.3638 2.3810
C -3.7793 1.0688 2.3539
H -7.1902 2.8604 2.3424
H -5.6674 2.7981 3.2468
H -5.6574 2.8279 1.4526
H -5.9537 -1.5039 2.3350
H -3.8554 -2.7821 2.3910
H -1.4090 -2.8407 2.5500
H -0.1441 -0.1087 2.1026
H 1.1159 -2.8469 2.5222
H 3.5631 -2.8112 2.3509
H 5.6736 -1.5577 2.3248
H 6.9891 2.7729 2.3501
H 5.4582 2.7701 1.4530
H 5.4600 2.7513 3.2493
H 3.5045 2.1142 2.3486
H 1.4334 0.9050 2.3832
H -1.6879 0.9146 2.4133
H -3.7379 2.1429 2.3495
C -2.2717 -4.0077 8.8107
C -1.8128 -3.1341 7.7112
C -2.0363 -3.3042 6.3564
N -1.4601 -2.3066 5.6618
C -0.8883 -1.5266 6.5511
N -1.0746 -1.9904 7.8331
H -2.8423 -4.8502 8.4216
H -1.4271 -4.4061 9.3722
H -2.9115 -3.4609 9.5026
H -2.5905 -4.1178 5.9103
H -0.3388 -0.6318 6.2927
H -0.7417 -1.5798 8.7101

Its LUMO energy is -4.970 eV. As for the HOMO-LUMO gap: 5.66 eV. The calculation puts the relative energy (zero: lowest compared OMol25 entry of this formula, charge and spin) at 0.947 eV. As for the total charge: +1. As for the total energy: -1073.735827 Eh. The HOMO energy comes out at -0.3907 Ha.

=====

No. 2
The following is a DFT calculation (ωB97M-V with the def2-TZVPD basis set) of an isolated molecule of C21H23N3O.

CARTESIAN COORDINATES (ANGSTROEM)
O -2.1567 2.9588 1.6801
C -1.3956 2.5109 0.8454
C -1.8936 1.5267 -0.2105
N -1.0148 0.3810 -0.3502
C -1.4036 -0.4789 -1.4524
C -0.3808 -1.5983 -1.6060
N -0.3238 -2.3789 -0.3861
C 0.5444 -3.5347 -0.5237
C -0.0294 -4.5285 -1.4970
C 0.7569 -5.1153 -2.4778
C 0.2131 -6.0370 -3.3566
C -1.1256 -6.3752 -3.2671
C -1.9184 -5.7899 -2.2931
C -1.3728 -4.8752 -1.4121
C 0.0603 -1.5215 0.7169
C -0.9612 -0.4016 0.8714
C 0.0058 2.8796 0.7655
C 0.9297 2.4990 -0.1835
N 2.1333 3.0543 0.0918
C 2.0381 3.8184 1.2284
C 2.9978 4.5709 1.8901
C 2.6005 5.2451 3.0262
C 1.2853 5.1721 3.4910
C 0.3292 4.4255 2.8365
C 0.7052 3.7366 1.6867
H -1.9265 2.0554 -1.1691
H -2.9245 1.2368 0.0578
H -1.4366 0.1157 -2.3693
H -2.3996 -0.9249 -1.2886
H -0.6739 -2.2544 -2.4286
H 0.6056 -1.1568 -1.8432
H 0.6190 -4.0088 0.4614
H 1.5656 -3.2472 -0.8360
H 1.8027 -4.8516 -2.5548
H 0.8362 -6.4887 -4.1148
H -1.5505 -7.0918 -3.9545
H -2.9643 -6.0506 -2.2205
H -1.9818 -4.4090 -0.6528
H 0.0887 -2.1163 1.6330
H 1.0597 -1.0760 0.5567
H -0.6675 0.2539 1.6944
H -1.9452 -0.8420 1.1073
H 0.7906 1.8554 -1.0290
H 2.9706 2.9332 -0.4541
H 4.0145 4.6257 1.5290
H 3.3191 5.8419 3.5682
H 1.0179 5.7166 4.3845
H -0.6874 4.3676 3.1901

Its LUMO energy is 0.599 eV. Its structure (SMILES) is O=C(CN1CCN(Cc2ccccc2)CC1)c1c[nH]c2ccccc12. As for the HOMO-LUMO gap: 8.76 eV. The calculation puts the relative energy (zero: lowest compared OMol25 entry of this formula, charge and spin) at 1.529 eV. As for the total energy: -1053.544591 Eh. The HOMO energy comes out at -0.3000 Ha.

=====

No. 3
The following is a DFT calculation (ωB97M-V with the def2-TZVPD basis set) of an isolated molecule of C21H23N3O5.

CARTESIAN COORDINATES (ANGSTROEM)
C -3.8822 1.1867 1.3975
N -2.7329 0.3388 1.6014
C -2.2184 -0.4883 0.6362
O -2.6305 -0.5695 -0.4916
C -1.1209 -1.3176 1.3052
C 0.1979 -1.5009 0.5334
C 0.0084 -1.6895 -0.9354
C 0.2516 -2.8398 -1.5564
C 0.0216 -3.0947 -2.9713
C 0.7222 -4.1213 -3.6049
C 0.5342 -4.3819 -4.9487
C -0.3690 -3.6303 -5.6818
C -1.0848 -2.6200 -5.0597
C -0.8942 -2.3527 -3.7178
N 0.9229 -0.2793 0.8677
C 1.8204 0.2959 0.0480
O 2.3212 -0.2449 -0.9128
C 2.1443 1.7420 0.4224
N 0.9939 2.4256 0.9666
C 0.8627 3.8467 0.7210
C 1.7703 4.6594 1.6561
O 3.1396 4.4215 1.4441
C 0.0910 1.8137 1.7497
O -0.9227 2.3538 2.1523
C 0.4503 0.3614 2.0872
C 1.5037 0.3682 3.2031
C -0.7679 -0.4845 2.5334
C -2.0367 0.3195 2.8013
O -2.4471 0.7185 3.8530
H -3.5831 2.2274 1.5227
H -4.2537 1.0142 0.3893
H -4.6494 0.9456 2.1331
H -1.5592 -2.2875 1.5520
H 0.7363 -2.3651 0.9510
H -0.3775 -0.8370 -1.4703
H 0.6800 -3.6647 -0.9989
H 1.4298 -4.7086 -3.0368
H 1.0903 -5.1758 -5.4264
H -0.5200 -3.8359 -6.7315
H -1.7999 -2.0405 -5.6258
H -1.4754 -1.5827 -3.2348
H 2.4487 2.2431 -0.5001
H 3.0016 1.7765 1.1055
H -0.1775 4.1167 0.9147
H 1.1061 4.0532 -0.3257
H 1.5329 5.7253 1.5445
H 1.5750 4.3659 2.6900
H 3.3940 4.7664 0.5807
H 1.0345 0.7112 4.1225
H 2.3364 1.0278 2.9793
H 1.8905 -0.6378 3.3522
H -0.5092 -1.0743 3.4136

Its LUMO energy is 0.517 eV. Its structure (SMILES) is CN1C(=O)[C@H]2[C@@H](/C=C/c3ccccc3)N3C(=O)CN(CCO)C(=O)[C@@]3(C)[C@H]2C1=O. As for the HOMO-LUMO gap: 8.77 eV. The calculation puts the relative energy (zero: lowest compared OMol25 entry of this formula, charge and spin) at 0.445 eV. As for the total energy: -1354.562663 Eh. The HOMO energy comes out at -0.3034 Ha.

=====

No. 4
The following is a DFT calculation (ωB97M-V with the def2-TZVPD basis set) of an isolated molecule of C21H23N3O5S in a non-equilibrium geometry.

CARTESIAN COORDINATES (ANGSTROEM)
C -5.2708 -1.1978 2.6049
C -4.6516 -0.0944 1.7533
N -3.8464 -0.6377 0.6694
C -4.5477 -0.9445 -0.5611
C -4.6131 0.2475 -1.5152
C -2.5267 -0.8016 0.8946
O -2.0091 -0.5260 1.9590
C -1.7148 -1.3562 -0.2827
N -0.3032 -1.4189 -0.0093
C 0.4393 -0.4847 0.6357
C 1.7661 -0.8244 0.5835
S 3.1131 0.1746 1.1023
O 2.7084 1.0619 2.1567
O 4.2904 -0.6255 1.2993
C 3.4105 1.2253 -0.4104
C 2.2668 2.1527 -0.4524
C 2.2872 3.3199 0.3122
C 1.1707 4.1331 0.4086
C 0.0006 3.7888 -0.2411
C -0.0245 2.6230 -0.9988
N -1.2465 2.2297 -1.6289
O -2.1795 3.0047 -1.6205
O -1.3004 1.1148 -2.1237
C 1.0966 1.8080 -1.1162
C 1.8675 -2.0301 -0.1642
C 2.9376 -2.8324 -0.5548
C 2.6646 -3.9581 -1.2987
C 1.3550 -4.2923 -1.6548
C 0.2813 -3.5145 -1.2758
C 0.5410 -2.3764 -0.5201
H -5.8677 -0.7593 3.3996
H -4.4849 -1.8006 3.0518
H -5.9102 -1.8434 2.0063
H -5.4278 0.5413 1.3220
H -3.9949 0.5167 2.3758
H -4.0810 -1.7954 -1.0597
H -5.5639 -1.2422 -0.2881
H -5.2341 -0.0030 -2.3708
H -5.0424 1.1135 -1.0182
H -3.6270 0.5191 -1.8785
H -1.8815 -0.7269 -1.1658
H -2.0590 -2.3702 -0.5011
H -0.0079 0.3442 1.1450
H 3.4637 0.5382 -1.2487
H 4.3651 1.7145 -0.2442
H 3.1872 3.5791 0.8467
H 1.2076 5.0294 1.0074
H -0.8913 4.3910 -0.1654
H 1.0430 0.9214 -1.7298
H 3.9405 -2.5667 -0.2607
H 3.4721 -4.6004 -1.6160
H 1.1810 -5.1823 -2.2407
H -0.7217 -3.7916 -1.5635

Its LUMO energy is -0.895 eV. Its structure (SMILES) is CCN(CC)C(=O)Cn1cc(S(=O)(=O)Cc2cccc([N+](=O)[O-])c2)c2ccccc21. As for the HOMO-LUMO gap: 7.52 eV. The calculation puts the relative energy (zero: lowest compared OMol25 entry of this formula, charge and spin) at 5.030 eV. As for the total energy: -1752.615028 Eh. The HOMO energy comes out at -0.3091 Ha.